(1)
{
  "formula": "C35H45LaN3O7PS4",
  "method": "ωB97M-V/def2-TZVPD",
  "symbols": ["La", "O", "S", "O", "O", "C", "C", "C", "C", "C", "C", "S", "O", "O", "O", "H", "H", "H", "H", "S", "C", "C", "C", "C", "N", "C", "C", "C", "S", "C", "N", "H", "H", "N", "C", "O", "C", "C", "H", "H", "H", "H", "H", "H", "C", "C", "C", "C", "C", "C", "P", "C", "C", "C", "C", "C", "C", "C", "C", "C", "C", "C", "C", "H", "H", "H", "H", "H", "H", "H", "H", "H", "H", "H", "H", "H", "H", "H", "H", "H", "H", "H", "H", "H", "H", "H", "H", "H", "H", "H", "H", "H", "H", "H", "H", "H"],
  "coordinates": [[-0.06, -0.78, 0.09], [3.72, -0.80, -2.54], [3.47, -0.79, -1.11], [4.36, 0.07, -0.36], [2.05, -0.53, -0.82], [4.03, -2.42, -0.57], [5.28, -2.74, -1.09], [5.91, -3.92, -0.73], [5.31, -4.78, 0.18], [4.07, -4.45, 0.71], [3.44, -3.27, 0.34], [1.80, -2.97, 1.00], [1.58, -4.05, 1.93], [1.79, -1.64, 1.62], [0.93, -3.02, -0.19], [5.72, -2.06, -1.80], [6.88, -4.17, -1.15], [5.80, -5.70, 0.47], [3.56, -5.10, 1.41], [-1.22, -0.98, 2.75], [-1.19, -2.72, 2.68], [-0.80, -3.42, 3.81], [-0.79, -4.81, 3.85], [-0.40, -5.49, 5.04], [-0.11, -6.03, 6.01], [-1.20, -5.53, 2.71], [-1.61, -4.84, 1.58], [-1.61, -3.44, 1.52], [-2.22, -2.67, 0.08], [-1.21, -6.95, 2.71], [-1.24, -8.11, 2.68], [-0.50, -2.86, 4.69], [-1.94, -5.39, 0.71], [-1.21, 0.63, -4.34], [-1.08, 0.38, -3.00], [-0.61, -0.69, -2.62], [-1.54, 1.50, -2.10], [-1.74, 1.07, -0.64], [-0.77, 0.00, -4.98], [-1.48, 1.54, -4.66], [-2.44, 1.94, -2.54], [-0.75, 2.26, -2.14], [-2.72, 0.57, -0.57], [-1.85, 2.00, -0.07], [0.05, 7.63, -0.91], [-1.02, 6.80, -0.20], [-0.41, 5.54, 0.42], [0.79, 5.01, -0.39], [0.53, 5.33, -1.86], [0.61, 6.84, -2.10], [0.99, 3.14, -0.17], [1.29, 2.94, 1.68], [-0.04, 2.76, 2.42], [0.19, 2.19, 3.83], [1.47, 2.75, 4.46], [1.80, 4.12, 3.89], [2.16, 3.99, 2.40], [2.73, 2.90, -0.81], [3.83, 3.94, -0.48], [4.21, 4.79, -1.70], [4.75, 3.94, -2.86], [4.18, 2.52, -2.81], [2.74, 2.54, -2.31], [0.85, 7.85, -0.19], [-0.35, 8.58, -1.24], [-1.79, 6.53, -0.93], [-1.51, 7.40, 0.57], [-1.18, 4.76, 0.48], [-0.09, 5.76, 1.45], [1.70, 5.53, -0.08], [-0.46, 4.95, -2.13], [1.25, 4.82, -2.50], [0.05, 7.09, -3.01], [1.65, 7.13, -2.28], [1.80, 1.97, 1.71], [-0.68, 2.07, 1.87], [-0.56, 3.72, 2.48], [0.25, 1.11, 3.77], [-0.68, 2.43, 4.45], [2.31, 2.08, 4.25], [1.36, 2.81, 5.55], [2.63, 4.58, 4.42], [0.93, 4.78, 4.01], [3.21, 3.69, 2.33], [2.06, 4.98, 1.94], [3.02, 1.98, -0.31], [4.71, 3.40, -0.14], [3.52, 4.61, 0.32], [4.95, 5.54, -1.40], [3.32, 5.34, -2.03], [5.84, 3.90, -2.81], [4.49, 4.43, -3.80], [4.76, 1.90, -2.13], [4.24, 2.04, -3.79], [2.30, 1.55, -2.43], [2.16, 3.24, -2.92]],
  "lumo_energy_ev": 3.8,
  "total_charge": -2,
  "total_energy_ha": -4017.60733
}

(2)
{
  "formula": "C35H46Br2Cl32F3N4OS",
  "method": "ωB97M-V/def2-TZVPD",
  "symbols": ["O", "C", "C", "C", "C", "C", "C", "C", "C", "C", "C", "C", "C", "C", "C", "C", "C", "N", "C", "C", "C", "C", "N", "C", "N", "Br", "N", "S", "C", "C", "F", "F", "F", "C", "C", "C", "C", "Br", "H", "H", "H", "H", "H", "H", "H", "H", "H", "H", "H", "H", "H", "H", "H", "H", "H", "H", "H", "H", "H", "H", "H", "H", "H", "H", "H", "H", "H", "H", "H", "H", "H", "H", "H", "H", "H", "H", "H", "H", "H", "H", "H", "H", "H", "H", "C", "Cl", "Cl", "Cl", "Cl", "C", "Cl", "Cl", "Cl", "Cl", "C", "Cl", "Cl", "Cl", "Cl", "C", "Cl", "Cl", "Cl", "Cl", "C", "Cl", "Cl", "Cl", "Cl", "C", "Cl", "Cl", "Cl", "Cl", "C", "Cl", "Cl", "Cl", "Cl", "C", "Cl", "Cl", "Cl", "Cl"],
  "coordinates": [[0.80, 2.44, -1.68], [-0.48, 1.77, -1.88], [-1.23, 1.86, -0.51], [-2.63, 1.14, -0.47], [-2.62, -0.39, -0.07], [-1.19, -1.04, 0.06], [-0.50, -0.87, 1.47], [1.07, -0.58, 1.33], [1.46, 0.43, 2.49], [2.87, 1.14, 2.28], [2.61, 2.66, 1.97], [3.90, 3.40, 1.38], [3.86, 3.28, -0.19], [5.19, 3.70, -0.90], [5.05, 3.46, -2.46], [5.84, 2.15, -2.95], [5.26, 1.65, -4.33], [5.69, 0.28, -4.66], [5.20, -0.42, -5.74], [5.71, -1.76, -5.88], [6.63, -1.83, -4.69], [6.57, -0.58, -4.00], [-3.45, -0.50, 1.21], [-3.63, -1.86, 1.54], [-3.09, -2.46, 2.56], [-3.37, -4.28, 2.87], [-4.52, -2.62, 0.67], [-6.03, -1.71, 0.77], [-3.96, -2.56, -0.71], [-4.95, -3.26, -1.72], [-5.72, -4.22, -1.11], [-4.18, -3.96, -2.63], [-5.81, -2.41, -2.33], [-3.51, -1.14, -1.17], [-2.87, -1.09, -2.62], [-3.88, -0.49, -3.70], [-3.29, 0.73, -4.51], [-4.64, 2.20, -4.48], [1.50, 1.78, -1.80], [-1.00, 2.32, -2.70], [-0.23, 0.73, -2.21], [-1.43, 2.96, -0.34], [-0.52, 1.56, 0.30], [-3.25, 1.69, 0.29], [-3.14, 1.34, -1.45], [-0.46, -0.73, -0.72], [-1.34, -2.16, -0.08], [-0.57, -1.76, 2.13], [-0.91, 0.05, 1.97], [1.61, -1.53, 1.57], [1.35, -0.20, 0.32], [1.50, -0.07, 3.49], [0.70, 1.26, 2.56], [3.35, 0.67, 1.38], [3.54, 1.04, 3.18], [1.84, 2.68, 1.15], [2.17, 3.22, 2.83], [3.93, 4.47, 1.73], [4.79, 2.90, 1.85], [3.62, 2.20, -0.43], [3.00, 3.89, -0.55], [6.02, 3.08, -0.48], [5.44, 4.79, -0.71], [3.95, 3.22, -2.64], [5.30, 4.36, -3.07], [5.79, 1.35, -2.17], [6.91, 2.43, -3.17], [5.46, 2.39, -5.15], [4.15, 1.58, -4.17], [4.48, -0.10, -6.52], [5.47, -2.54, -6.62], [7.22, -2.72, -4.40], [7.13, -0.33, -3.08], [-3.02, 0.03, 1.97], [-2.49, -1.90, 3.19], [-6.95, -2.71, 0.98], [-3.04, -3.22, -0.70], [-4.45, -0.52, -1.24], [-2.54, -2.11, -2.97], [-1.97, -0.43, -2.64], [-4.84, -0.16, -3.25], [-4.17, -1.27, -4.47], [-3.18, 0.47, -5.60], [-2.35, 1.15, -4.09], [-2.40, 0.91, 5.27], [-4.12, 0.60, 4.99], [-2.06, 0.87, 7.00], [-1.43, -0.35, 4.45], [-1.96, 2.49, 4.61], [0.38, -4.40, 5.15], [-1.28, -4.04, 4.62], [0.90, -3.19, 6.33], [0.41, -6.00, 5.89], [1.46, -4.36, 3.75], [-3.39, 5.46, 2.26], [-1.81, 5.52, 3.07], [-3.74, 3.79, 1.77], [-4.65, 6.03, 3.37], [-3.36, 6.49, 0.82], [-1.89, -9.20, 7.77], [-2.46, -8.65, 9.35], [-0.30, -8.49, 7.42], [-1.75, -10.97, 7.77], [-3.04, -8.70, 6.51], [-0.20, -1.99, -5.52], [-0.24, -0.41, -4.71], [1.42, -2.67, -5.38], [-1.38, -3.09, -4.76], [-0.61, -1.78, -7.23], [6.41, 5.43, -6.59], [7.28, 4.75, -5.21], [4.66, 5.36, -6.28], [6.89, 7.12, -6.83], [6.78, 4.50, -8.05], [-5.73, 8.18, 6.98], [-4.09, 7.72, 7.48], [-5.76, 9.90, 6.55], [-6.21, 7.21, 5.58], [-6.86, 7.89, 8.32], [-1.28, -9.88, 2.96], [-1.31, -10.48, 4.62], [-2.23, -10.96, 1.92], [-1.98, -8.24, 2.91], [0.39, -9.82, 2.38]],
  "lumo_energy_ev": -3.9,
  "total_charge": 1,
  "total_energy_ha": -22226.95410
}